Entry 1:
Computed, not measured: a molecular structure, C56H79BiGeIN8O5PSe2Te2 in a non-equilibrium geometry, with ωB97M-V/def2-TZVPD.

Summary:
total charge = -2
gap between HOMO and LUMO = 5.768 eV
E_HOMO = -2.597 eV

The geometry in XYZ format:
```
156
Properties=species:S:1:pos:R:3:forces:R:3:lowdin_charge:R:1
Bi -0.6706 -0.2443 0.2517 -1.0484 0.8524 1.0406 1.64
Se 1.7556 -1.4144 -0.3776 1.0809 -1.9706 0.0942 0.22
Te 4.0312 -1.7294 3.6438 -0.0506 -0.2909 -0.3156 -0.11
Te 3.2169 -0.4910 1.4313 0.2693 0.6689 1.2927 0.24
Se 1.1378 0.6581 2.1974 0.2627 0.2323 0.5105 0.09
O -0.0098 -2.5370 -1.8615 -0.1657 -0.1313 -0.2299 -0.43
P -0.3071 -3.6858 -2.7439 -0.1196 0.0060 -0.2117 0.55
N -0.8010 -5.1093 -2.0070 0.1482 0.3863 -0.0744 -0.19
C 0.2204 -5.7974 -1.2035 0.2006 -0.1257 -0.0143 -0.19
C -0.5691 -6.7160 -0.2473 -0.0873 0.0248 -0.0734 -0.15
C -2.0473 -6.3863 -0.5162 0.0240 0.0374 -0.0048 -0.16
C -1.9775 -4.9968 -1.1319 -0.2463 -0.0611 0.0484 -0.19
N 1.0385 -4.0703 -3.6569 -0.1826 -0.3172 0.3541 -0.17
C 2.4081 -3.8594 -3.1802 0.1901 0.1044 0.1486 -0.19
C 3.0906 -5.2127 -3.3506 -0.1124 0.0824 -0.1773 -0.17
C 2.4443 -5.7371 -4.6371 0.0098 0.0410 0.1010 -0.17
C 0.9970 -5.2271 -4.5581 -0.1072 0.0300 -0.1759 -0.20
N -1.5413 -3.3612 -3.7888 0.2471 -0.1956 -0.1180 -0.17
C -1.3225 -2.1998 -4.6727 0.0041 0.2455 -0.0207 -0.19
C -2.3277 -2.3928 -5.8028 0.0172 -0.1486 0.0720 -0.16
C -2.4363 -3.9167 -5.9141 0.0251 0.1245 0.0809 -0.17
C -2.3853 -4.3592 -4.4515 -0.1125 -0.0551 0.0178 -0.21
H 0.8350 -5.0912 -0.6295 -0.0261 0.0119 -0.0309 0.11
H 0.8799 -6.3642 -1.8635 0.0019 0.0167 0.0438 0.09
H -0.3060 -6.4962 0.7870 0.0078 -0.0050 0.0038 0.10
H -0.3491 -7.7663 -0.4406 0.0131 -0.0071 0.0677 0.10
H -2.6588 -6.4069 0.3848 0.0020 -0.0010 0.0217 0.10
H -2.4715 -7.0890 -1.2370 -0.0071 0.0072 -0.0097 0.10
H -1.8128 -4.2399 -0.3588 -0.0237 0.0814 0.0336 0.10
H -2.8624 -4.7170 -1.7018 -0.0217 0.0127 0.0113 0.11
H 2.4232 -3.5024 -2.1508 -0.0440 0.0717 -0.0570 0.07
H 2.9046 -3.1102 -3.8055 0.0128 0.0018 0.0669 0.10
H 2.8560 -5.8645 -2.5080 0.0475 0.0077 0.0081 0.09
H 4.1733 -5.1140 -3.4248 0.0122 -0.0494 0.0149 0.11
H 2.4821 -6.8231 -4.7259 0.0340 0.0059 -0.0610 0.10
H 2.9492 -5.3007 -5.5014 -0.0065 -0.0306 -0.0206 0.11
H 0.3263 -5.9988 -4.1653 0.0102 0.0065 -0.0037 0.10
H 0.6209 -4.9301 -5.5430 -0.0063 -0.0754 0.0002 0.10
H -0.2924 -2.1983 -5.0561 -0.0464 -0.0466 -0.0087 0.11
H -1.4713 -1.2738 -4.1268 -0.0158 0.1222 0.0566 0.08
H -1.9942 -1.9131 -6.7219 -0.0584 0.0239 -0.0132 0.11
H -3.2911 -1.9682 -5.5164 -0.0043 0.0515 -0.0106 0.11
H -1.5766 -4.3148 -6.4608 -0.0216 -0.0271 -0.0085 0.10
H -3.3516 -4.2445 -6.4076 0.0338 -0.0385 -0.0414 0.10
H -1.9841 -5.3640 -4.3123 -0.0804 -0.0083 -0.0175 0.10
H -3.3927 -4.3269 -4.0192 0.0182 -0.0638 -0.0015 0.11
C -6.3223 -3.0339 2.3487 0.0751 0.0160 -0.0781 -0.06
C -5.2629 -2.5963 1.3670 -0.0643 -0.0141 -0.0936 -0.29
C -5.5718 -2.3739 0.0342 -0.0154 0.0571 0.0798 -0.04
C -4.5631 -1.9810 -0.8472 -0.0317 -0.0667 -0.0320 -0.27
C -4.8963 -1.6806 -2.2842 0.0170 0.0126 0.0503 -0.05
C -3.2625 -1.8852 -0.3985 0.0695 -0.0913 -0.0373 -0.07
C -2.8906 -2.1457 0.9420 -0.1998 -0.2506 0.0522 -0.35
C -3.9546 -2.4586 1.8110 0.1008 0.0671 0.0990 -0.02
N -1.5531 -2.1358 1.2811 0.1012 -0.1685 0.0329 -0.13
C -1.1127 -2.7852 2.5324 -0.0789 -0.1574 0.1805 -0.60
C 0.3910 -3.0451 2.4417 -0.0078 0.0971 -0.1412 -0.12
C -1.7795 -4.1792 2.7420 0.0031 0.1019 -0.0750 -0.05
C -1.3337 -1.9237 3.7908 0.0039 0.0116 -0.1093 -0.05
H -7.3235 -2.8863 1.9419 -0.0126 0.0060 0.0181 0.06
H -6.2390 -2.4776 3.2842 -0.0338 -0.0041 0.0157 0.07
H -6.2029 -4.0954 2.5835 -0.0517 0.0051 0.0404 0.07
H -6.5899 -2.4913 -0.3244 -0.0179 0.0202 0.0208 0.10
H -5.5866 -2.4221 -2.6966 0.0114 -0.0223 0.0189 0.07
H -3.9948 -1.6536 -2.8955 -0.0158 0.0238 -0.0456 0.05
H -5.3750 -0.7024 -2.3651 0.0497 0.0055 -0.0571 0.08
H -2.4967 -1.6386 -1.1272 0.0345 -0.0978 -0.0822 0.05
H -3.7706 -2.6013 2.8641 0.0320 -0.0653 0.0092 0.09
H 0.6449 -3.5913 1.5279 -0.0490 -0.0278 -0.0045 0.06
H 0.7304 -3.6204 3.3036 0.0128 -0.0050 0.0244 0.08
H 0.9365 -2.1056 2.4660 0.0640 0.0629 -0.0821 -0.05
H -2.2961 -4.5127 1.8447 -0.0060 -0.0558 -0.0658 0.06
H -2.5080 -4.1668 3.5530 -0.0297 -0.0422 -0.0058 0.07
H -1.0160 -4.9167 2.9964 -0.0089 -0.0232 0.0205 0.07
H -0.7262 -1.0227 3.7437 0.0221 0.0402 -0.0161 0.03
H -1.0392 -2.4926 4.6772 -0.0269 -0.0068 0.0413 0.08
H -2.3729 -1.6126 3.8913 -0.0064 -0.0056 0.0555 0.07
N -1.4673 0.4470 -2.1779 -0.5869 0.0895 -0.6438 0.06
C -2.3777 0.7648 -2.8467 0.4729 0.0495 0.2412 -0.36
N -3.3420 0.9170 -3.6656 -0.3042 -0.5707 -0.3898 0.08
C -4.0588 1.9120 -4.0846 0.0131 0.3801 0.0631 -0.44
N -4.7658 2.7113 -4.5508 0.0629 -0.0029 0.0458 0.07
I -5.5474 4.1196 6.8203 0.1084 -0.1213 -0.1897 0.76
C -4.6462 3.1470 5.1705 -0.1731 0.1680 0.3310 -0.72
C -5.4511 2.4647 4.2764 -0.0491 -0.0397 -0.0844 -0.16
C -4.8581 1.8415 3.1867 0.0408 0.0623 -0.0282 -0.01
C -3.4820 1.8923 3.0177 0.1100 -0.1568 -0.0779 -0.11
C -2.6899 2.5639 3.9423 -0.1048 -0.0033 0.0367 0.00
C -3.2714 3.2078 5.0248 0.0697 0.0073 -0.0730 -0.15
C -2.8201 1.1692 1.8638 0.1087 0.0151 0.1259 -0.62
O -3.3997 1.0420 0.7847 0.0326 0.0088 0.0347 0.01
O -1.6549 0.7253 2.1434 -0.3575 0.1807 -0.0087 -0.32
H -6.5219 2.4154 4.4208 0.0029 0.0236 0.0061 0.09
H -5.4557 1.3011 2.4631 0.0112 0.0146 -0.0343 0.12
H -1.6164 2.5689 3.8085 0.0061 -0.0185 -0.0157 0.12
H -2.6567 3.7385 5.7386 -0.0314 0.0169 0.0188 0.09
C 6.3898 1.1452 0.1230 -0.0553 0.0815 0.1277 -0.14
C 5.5996 2.3589 0.6165 -0.0693 -0.1684 -0.1411 -0.26
C 4.1888 2.5737 0.0119 0.0039 -0.0394 0.2205 -0.29
C 3.9194 1.9171 -1.3408 -0.5539 -0.3564 -0.2303 -0.29
Ge 2.9474 0.1594 -1.6444 1.8781 0.3994 -1.1336 0.52
C 2.3899 -0.1198 -3.5125 -0.3130 0.0782 -0.1429 -0.31
C 3.5238 -0.4508 -4.4788 0.1590 0.0124 0.1174 -0.31
C 4.4709 0.7057 -4.7920 -0.0772 -0.0545 -0.0794 -0.27
C 3.8212 1.8453 -5.5698 0.0829 -0.0471 0.1133 -0.10
H 7.2888 1.0262 0.7307 0.0491 -0.0160 -0.0374 0.07
H 6.6984 1.2512 -0.9175 -0.0050 -0.0380 -0.0204 0.06
H 5.8083 0.2292 0.2167 0.0430 -0.0317 -0.0979 0.01
H 6.2051 3.2503 0.4265 0.0018 0.0133 0.1120 0.09
H 5.4859 2.2603 1.6990 0.0727 0.1459 0.0224 0.10
H 4.0436 3.6512 -0.1054 -0.0275 -0.0125 0.0299 0.10
H 3.4403 2.2666 0.7439 -0.0841 0.0760 -0.1209 0.03
H 4.8512 1.7554 -1.8847 0.0161 -0.0328 -0.0066 0.03
H 3.3076 2.5885 -1.9425 0.0245 0.0311 -0.0005 0.04
H 4.2645 -0.8429 -1.6247 -0.4688 0.4091 -0.0074 -0.01
H 1.8029 0.7302 -3.8617 -0.0599 0.0485 0.0538 0.06
H 1.6941 -0.9642 -3.4949 -0.0872 0.0648 0.1289 0.04
H 3.0953 -0.8242 -5.4186 0.0486 -0.0234 0.0087 0.11
H 4.1242 -1.2571 -4.0446 -0.0382 -0.0629 -0.0954 0.07
H 5.3173 0.3171 -5.3684 0.0175 0.0227 0.0350 0.10
H 4.8774 1.0875 -3.8529 0.0725 0.0176 -0.0263 0.08
H 3.4065 1.4844 -6.5138 -0.0245 0.0108 -0.0071 0.07
H 4.5558 2.6214 -5.7931 -0.0500 0.0516 -0.0302 0.07
H 3.0114 2.3006 -5.0000 -0.0367 0.0347 -0.0293 0.05
C -5.4212 7.6628 -1.9183 0.0232 -0.0838 0.0258 -0.06
C -5.1411 6.2289 -1.5466 -0.0915 -0.0644 0.0056 -0.24
C -6.1887 5.4041 -1.1601 -0.0261 0.0608 0.0045 -0.07
C -5.9467 4.0978 -0.7632 0.0112 0.0606 0.0364 -0.08
C -4.6672 3.5859 -0.8190 0.0047 -0.1262 -0.0198 -0.01
C -3.6098 4.3798 -1.2677 -0.1762 0.1398 -0.1519 -0.18
N -2.3383 3.7948 -1.3169 -0.1193 -0.0375 0.0123 0.13
C -1.4440 3.8145 -2.3581 0.0742 0.0874 -0.0302 -0.20
C -1.7661 4.3815 -3.6029 -0.1000 0.0348 0.0535 -0.05
C -0.8214 4.4907 -4.6013 0.0630 -0.0061 0.0200 -0.09
C 0.4713 4.0132 -4.4107 0.0298 0.0231 -0.0700 -0.11
C 0.7581 3.3425 -3.2361 0.0037 0.0562 0.0272 -0.04
C -0.1712 3.2127 -2.2124 -0.1024 -0.0497 -0.0664 -0.07
C 0.1234 2.3099 -1.0602 0.6126 -0.0724 0.5058 -0.63
O -0.5995 2.3524 -0.0313 -0.0237 -0.1182 -0.3490 -0.14
O 1.0876 1.4773 -1.1439 -0.3038 0.3244 -0.3097 -0.27
C -3.8318 5.7352 -1.5667 0.0996 -0.0710 0.0313 -0.17
C -2.6894 6.6808 -1.8282 -0.0887 -0.0502 0.0323 -0.05
H -6.4959 7.8300 -1.9913 -0.0016 0.0214 -0.0011 0.07
H -4.9675 7.9191 -2.8779 0.0003 0.0410 0.0032 0.08
H -5.0216 8.3534 -1.1704 0.0034 0.0332 -0.0276 0.07
H -7.2006 5.7942 -1.1538 -0.0045 0.0218 -0.0037 0.09
H -6.7659 3.4749 -0.4269 0.0135 -0.0497 -0.0104 0.10
H -4.4605 2.5645 -0.5188 0.0029 0.0167 -0.0608 0.10
H -2.1243 3.0922 -0.6108 0.0775 0.1003 0.0323 0.11
H -2.7875 4.6851 -3.7873 -0.0148 0.0564 0.0212 0.10
H -1.0986 4.9412 -5.5474 -0.0351 -0.0071 0.0044 0.10
H 1.2223 4.1257 -5.1830 0.0017 -0.0368 -0.0056 0.08
H 1.7312 2.8978 -3.0900 -0.0049 -0.0898 -0.0102 0.07
H -2.5773 6.9072 -2.8912 0.0457 0.0231 -0.0179 0.08
H -1.7498 6.2593 -1.4784 0.0238 -0.0038 -0.0118 0.08
H -2.8613 7.6224 -1.3028 0.0324 0.0175 -0.0134 0.07
```
Positions in Å, forces in eV/Å.

---

Entry 2:
Computed, not measured: C2H5F2NP2 in the gas phase in a non-equilibrium geometry, with ωB97M-V/def2-TZVPD.

Summary:
gap between HOMO and LUMO (spin up / spin down) = 7.118 / 7.120 eV
E_HOMO (spin up / spin down) = -8.197 / -8.198 eV

The geometry in XYZ format:
```
12
Properties=species:S:1:pos:R:3:forces:R:3:lowdin_charge:R:1
C 0.3020 0.5668 2.1930 1.0541 -0.9858 -0.5663 -0.23
C 0.6880 -0.2986 1.0397 -1.3033 -2.5606 -1.0512 -0.42
N -0.2275 1.6745 -0.5149 0.5871 -1.7078 -0.2436 -0.28
F 1.4832 0.8991 2.8072 1.0615 0.0923 1.3272 -0.05
F 0.8691 -1.6729 1.3528 0.2818 1.6683 -0.4100 -0.09
P 0.1845 0.1289 -0.5345 0.6769 1.7501 1.1668 0.68
P 0.3507 -1.0438 -2.5814 1.0962 1.4911 1.8395 0.64
H -0.0181 1.4818 1.8084 -1.2865 1.2572 -0.6748 0.07
H -0.3806 0.1309 2.9196 0.0161 -0.2574 -0.0659 0.13
H -0.8401 1.8092 -1.2888 -0.5020 0.7087 -0.9093 -0.07
H -0.9817 -0.7215 -2.3369 -0.9432 -0.9307 -0.3104 -0.20
H 0.5791 -2.1487 -1.7399 -0.7386 -0.5255 -0.1021 -0.17
```
Positions in Å, forces in eV/Å.

---

Entry 3:
Computed, not measured: 2 unconnected molecules or ions with the total composition C3H11NO2 in a non-equilibrium geometry, with ωB97M-V/def2-TZVPD.

Summary:
gap between HOMO and LUMO = 10.135 eV
E_HOMO = -9.525 eV

The geometry in XYZ format:
```
17
Properties=species:S:1:pos:R:3:forces:R:3:lowdin_charge:R:1
C -1.3914 0.6700 -0.3666 -1.0465 1.4765 0.0199 -0.31
C -0.1267 0.5466 0.4161 0.9860 -2.9493 1.6634 -0.23
C 1.0678 1.3434 -0.0174 0.3710 0.9584 0.2890 -0.27
O 2.3341 0.7707 0.2831 0.1935 -0.0750 -1.2154 -0.06
N -2.5454 0.1337 0.3759 0.6024 0.0225 0.0086 -0.01
H -1.5792 1.7421 -0.5613 -0.0586 -0.2155 0.1452 0.12
H -1.2928 0.2426 -1.3544 0.2501 -0.4201 -0.3588 0.10
H -0.2931 0.4209 1.4993 -0.2936 1.3077 -0.0018 0.12
H 0.2291 -0.5189 0.3185 -0.1171 0.5706 -0.6722 0.11
H 0.8828 1.4232 -1.0811 0.8865 -0.1894 -0.6748 0.11
H 1.2124 2.3872 0.2960 -1.0584 -0.0712 0.3561 0.12
H 2.3574 0.2615 1.0855 -0.4522 -0.2241 0.4406 0.07
H -3.2783 -0.1664 -0.2521 -0.0041 -0.0362 0.0096 0.06
H -2.2285 -0.6714 0.9035 -0.2468 -0.1157 -0.0372 0.05
H 1.4777 -2.7674 -1.3062 -0.3037 -0.0193 -0.0700 0.03
H 1.2580 -3.0093 0.2185 -0.0268 -0.0028 -0.3710 0.03
O 1.9161 -2.8083 -0.4572 0.3184 -0.0170 0.4686 -0.06
```
Positions in Å, forces in eV/Å.

---

The records above yield energy above the lowest of the compared OMol25 structures with the same formula, charge and spin values of 0.0, 29.3, 25.4 kcal/mol, respectively.